No. 1
The following is a quantum chemistry calculation of a molecular structure, C26H37CoFN2O4, from the Open Molecules 2025 dataset.

Structure (XYZ):
```
71
C26H37CoFN2O4 ωB97M-V/def2-TZVPD
Co -0.71003 0.50166 0.28121
C -4.16478 -1.67240 0.71131
C -3.37827 -0.96175 -0.38076
C -3.87932 -1.31370 -1.76984
O -1.96759 -1.27456 -0.24981
C -3.57572 0.57501 -0.15552
O -4.68665 1.03748 -0.31348
O -2.51330 1.22260 0.17862
H -4.20688 -2.74879 0.53220
H -5.17701 -1.27346 0.72468
H -3.70535 -1.49677 1.68484
H -3.89158 -2.39591 -1.92158
H -3.25348 -0.84937 -2.53977
H -4.89106 -0.93064 -1.87666
H -1.66941 -1.69584 -1.06225
C 0.58099 2.17712 4.37914
C -0.78008 2.18951 3.66477
C -0.65655 2.98306 2.36244
C -1.40303 0.79076 3.60862
C -2.47869 0.56464 4.45665
C -3.00974 -0.69895 4.64650
C -2.43932 -1.78570 4.01162
C -1.36841 -1.63062 3.14390
C -0.76778 -2.86238 2.48373
C -1.82178 -3.70262 1.75457
C -0.06796 -3.74428 3.52923
C -0.87675 -0.32414 2.91113
N 0.11402 -0.12198 1.91556
C 1.40906 -0.39591 2.15099
C 1.94793 -0.69903 3.42427
C 3.29541 -0.92932 3.56373
C 4.15059 -0.87122 2.46150
C 3.65722 -0.55669 1.19567
C 2.31831 -0.32329 1.07086
F 1.78121 -0.00601 -0.12182
H 0.82924 3.18698 4.70692
H 1.37533 1.84410 3.71280
H 0.56473 1.53308 5.25942
H -1.45952 2.76261 4.29825
H 0.00178 2.48706 1.63564
H -0.19269 3.94636 2.57695
H -1.62136 3.15432 1.89437
H -2.89100 1.40036 5.00787
H -3.85192 -0.83504 5.31174
H -2.84290 -2.77416 4.19057
H -0.03139 -2.54861 1.74322
H -2.51874 -4.15478 2.46118
H -1.33350 -4.51270 1.21084
H -2.38057 -3.09497 1.04696
H -0.78084 -4.05685 4.29321
H 0.74788 -3.22203 4.02499
H 0.33754 -4.63778 3.05297
H 1.28699 -0.71328 4.27923
H 3.69751 -1.15441 4.54214
H 5.20640 -1.06461 2.58891
H 4.30629 -0.49329 0.33336
C -1.50572 0.99875 -5.08230
N -0.76591 0.62226 -3.88312
C 0.27212 -0.39053 -4.03803
C -0.98668 1.18501 -2.69643
C -1.98324 2.30352 -2.61898
O -0.35655 0.78071 -1.69138
H -1.40835 0.20149 -5.81397
H -1.12384 1.92204 -5.52257
H -2.56394 1.13062 -4.86987
H 0.75892 -0.25588 -5.00123
H -0.15561 -1.39498 -3.99846
H 1.00557 -0.28738 -3.24434
H -1.75158 3.07838 -3.34991
H -1.98857 2.73017 -1.62195
H -2.98889 1.93125 -2.82402
```

Properties
- Energy above the lowest of the compared OMol25 structures with the same formula, charge and spin: 55.4 kJ/mol
- <S²>: 6.05
- Calculated total energy: -79072.886 eV
- Largest force on an atom: 0.03974 Eh/bohr
- Net charge: +1
- Kohn-Sham gap (spin up / spin down): 0.351 / 0.233 Ha
- Multiplicity: 5

***

No. 2
The following is a quantum chemistry calculation of a molecular structure, C26H37FN3O3Ru, from the Open Molecules 2025 dataset.

Structure (XYZ):
```
71
C26H37FN3O3Ru ωB97M-V/def2-TZVPD
Ru 0.67901 0.80314 -0.17750
C 3.35181 -1.88409 -3.03331
N 2.80520 -2.47473 -1.80792
C 3.00450 -3.91481 -1.65892
C 2.08130 -1.76167 -0.98380
O 1.78257 -0.55399 -1.23727
C 1.58117 -2.36332 0.32043
O 1.09953 -1.33964 1.18279
C 1.89308 -1.02639 2.32131
C 2.47620 0.37582 2.20736
O 2.17803 1.07676 1.18695
N 3.25857 0.83547 3.14978
C 3.60920 0.08990 4.35344
C 3.86725 2.16603 3.04029
H 4.41969 -2.09384 -3.07595
H 3.19521 -0.81306 -3.04677
H 2.88442 -2.33374 -3.91007
H 3.99034 -4.18192 -2.03107
H 2.26598 -4.45192 -2.25677
H 2.92284 -4.24039 -0.62518
H 2.36470 -2.94512 0.80486
H 0.74011 -3.02693 0.11143
H 2.69891 -1.75035 2.45021
H 1.23587 -1.07168 3.19197
H 3.07952 -0.85537 4.42506
H 3.36751 0.69164 5.22936
H 4.68193 -0.10369 4.37149
H 3.74423 2.56157 2.04062
H 4.93019 2.08742 3.26378
H 3.41835 2.84734 3.76370
C -1.53111 3.78173 0.09763
C -0.78609 2.68791 0.85874
C -0.09624 3.22406 2.10517
C -1.67498 1.48119 1.11912
C -2.43697 1.35106 2.26228
C -3.26902 0.24944 2.41842
C -3.30921 -0.77271 1.47346
C -2.55893 -0.71151 0.31247
C -2.49294 -1.87533 -0.65177
C -3.81501 -2.13013 -1.38921
C -2.08574 -3.15249 0.10573
C -1.79587 0.46887 0.10773
N -1.08469 0.70922 -1.07172
C -1.53680 1.08668 -2.27006
C -2.91041 1.18422 -2.61930
C -3.25471 1.58926 -3.88127
C -2.27170 1.92325 -4.82743
C -0.91109 1.89684 -4.49634
C -0.57475 1.48580 -3.24536
F 0.70362 1.48987 -2.82010
H -0.89853 4.65821 -0.03996
H -2.40626 4.07638 0.67749
H -1.87496 3.44191 -0.87991
H 0.08846 2.39901 0.12749
H -0.80957 3.78761 2.70673
H 0.70341 3.91151 1.83062
H 0.32077 2.42528 2.71861
H -2.40705 2.10713 3.03590
H -3.88265 0.17698 3.30721
H -3.93781 -1.63387 1.66292
H -1.71582 -1.66045 -1.39039
H -4.64560 -2.22083 -0.68833
H -3.74319 -3.06497 -1.94374
H -4.05026 -1.33715 -2.09613
H -2.93099 -3.57123 0.65176
H -1.28799 -2.95725 0.82609
H -1.75517 -3.90686 -0.60851
H -3.66506 0.95408 -1.87926
H -4.29912 1.66425 -4.15296
H -2.56606 2.22560 -5.82356
H -0.15112 2.20902 -5.20062
```

Properties
- <S²>: 6.05
- Calculated total energy: -43446.820 eV
- Largest force on an atom: 0.04356 Eh/bohr
- Net charge: +3
- Kohn-Sham gap (spin up / spin down): 0.260 / 0.228 Ha
- Multiplicity: 5

***

No. 3
The following is a quantum chemistry calculation of a molecular structure, C26H37GeIrN4, from the Open Molecules 2025 dataset.

Structure (XYZ):
```
69
C26H37GeIrN4 ωB97M-V/def2-TZVPD
Ir -0.71349 -0.69388 0.42692
C -1.41449 -3.38334 -0.66151
N -0.26449 -2.41844 -0.75331
C 1.00247 -2.96172 -0.17831
C 1.07579 -2.71923 1.31403
C 1.78282 -3.55717 2.14765
C 1.89055 -3.24418 3.50091
C 1.27609 -2.09581 3.98834
C 0.57799 -1.29593 3.11186
N 0.47785 -1.58678 1.79729
C -0.11772 -1.88327 -2.14202
C -1.18706 -0.84678 -2.39216
C -1.78927 -0.68778 -3.62036
C -2.75004 0.30773 -3.78669
C -3.08950 1.11478 -2.70750
C -2.45207 0.91373 -1.50268
N -1.51175 -0.03847 -1.33695
C -2.39312 -3.10098 0.45961
C -3.33399 -4.03752 0.83738
C -4.26544 -3.70483 1.81402
C -4.23226 -2.43995 2.39419
C -3.26472 -1.55339 1.98230
N -2.36501 -1.87928 1.03116
H -1.96154 -3.34464 -1.60590
H -1.02276 -4.39707 -0.56713
H 1.11184 -4.02262 -0.40628
H 1.83398 -2.43638 -0.65248
H 2.25101 -4.44882 1.75128
H 2.44358 -3.89455 4.16772
H 1.33022 -1.83051 5.03536
H 0.06056 -0.40416 3.44420
H 0.86362 -1.40867 -2.21427
H -0.15748 -2.68637 -2.87955
H -1.52062 -1.33627 -4.44415
H -3.23806 0.43843 -4.74475
H -3.84998 1.87863 -2.79483
H -2.70314 1.49266 -0.62251
H -3.34876 -5.01495 0.37210
H -5.01176 -4.42724 2.12059
H -4.94352 -2.15086 3.15527
H -3.18364 -0.55759 2.39909
C 1.51013 5.94997 -1.54989
C 0.31054 5.85917 -0.69265
C 0.39636 4.47370 0.45007
C 0.11225 3.28686 -0.34444
Ge 0.22425 1.71205 1.06038
C 2.13102 1.57225 1.55584
C 3.07369 1.52648 0.37017
C 2.87017 0.27895 -0.48312
C 3.78925 0.20062 -1.69183
H 1.46792 6.96823 -1.97982
H 1.51087 5.25637 -2.38825
H 2.44795 5.90830 -0.99613
H -0.63942 5.74248 -1.20617
H 0.25080 6.58366 0.12380
H -0.35392 4.75457 1.18505
H 1.41461 4.60451 0.80891
H 0.85714 3.03356 -1.09673
H -0.91083 3.20602 -0.70931
H -0.85299 2.06190 2.10739
H 2.25685 0.71523 2.21810
H 2.24244 2.47857 2.16704
H 4.10036 1.53411 0.74890
H 2.98090 2.43121 -0.23780
H 1.80630 0.26108 -0.80863
H 3.00991 -0.59889 0.15978
H 3.65524 1.06079 -2.34851
H 3.61229 -0.70017 -2.28062
H 4.83319 0.18189 -1.37943
```

Properties
- <S²>: 6.02
- Calculated total energy: -92834.164 eV
- Largest force on an atom: 0.00852 Eh/bohr
- Net charge: +4
- Kohn-Sham gap (spin up / spin down): 0.329 / 0.217 Ha
- Multiplicity: 5